No. 1
Formula: C2H2I2S2
Source: the OMol25 dataset
Level of theory: the ωB97M-V functional and the def2-TZVPD basis

Positions of all 8 atoms, in Å:
C -0.86 -0.75 -0.17
C 0.06 0.33 -0.06
S -0.44 -2.13 -0.93
S 1.46 0.19 -1.12
I -2.81 -0.47 0.62
I -0.45 2.24 0.62
H 0.93 -0.68 1.67
H 2.12 1.25 -0.63

* frontier orbital gap (spin up / spin down): 6.493 / 7.657 eV
* total charge: 0
* energy relative to the best compared isomer or geometry (same formula, charge and spin): 322.8 kJ/mol
* LUMO (spin up / spin down): -2.277 / -0.944 eV

Here is what Mulliken gives for the atomic charges, in e: C 0.000; C -0.224; S -0.207; S -0.082; I 0.079; I 0.211; H 0.097; H 0.125

---

No. 2
Formula: C5H18NO3
Source: the OMol25 dataset
Level of theory: the ωB97M-V functional and the def2-TZVPD basis

Positions of all 27 atoms, in Å:
C -1.19 -1.54 1.31
C -0.49 -0.38 2.03
C 0.31 0.48 1.12
C 1.63 0.84 1.37
C 2.40 1.75 0.51
N -0.22 -2.48 0.67
H -1.88 -1.19 0.54
H -1.80 -2.10 2.02
H 0.09 -0.74 2.88
H -1.27 0.25 2.49
H -0.21 0.88 0.25
H 2.15 0.49 2.26
H 3.42 1.39 0.39
H 2.45 2.73 1.01
H 1.94 1.90 -0.46
H 0.58 -2.67 1.28
H 0.16 -2.08 -0.24
H -0.65 -3.38 0.43
H 1.10 -1.47 -2.32
H -0.40 -1.09 -2.00
O 0.31 -1.76 -1.85
H -1.46 3.38 -1.86
H -0.58 3.10 -3.06
O -0.91 2.69 -2.26
H -2.41 -0.07 -2.50
H -1.41 1.01 -2.06
O -1.66 0.07 -1.92

* 2S+1: 2
* frontier orbital gap (spin up / spin down): 10.488 / 6.613 eV
* total charge: +2
* energy relative to the best compared isomer or geometry (same formula, charge and spin): 0.0 kJ/mol
* LUMO (spin up / spin down): -7.987 / -11.862 eV

Here is what Mulliken gives for the atomic charges, in e: C -0.669; C -0.683; C 0.014; C 0.178; C -1.147; N -0.165; H 0.333; H 0.423; H 0.385; H 0.377; H 0.415; H 0.385; H 0.384; H 0.384; H 0.353; H 0.389; H 0.220; H 0.398; H 0.333; H 0.437; O -0.731; H 0.326; H 0.315; O -0.662; H 0.303; H 0.390; O -0.684

---

No. 3
Formula: C40H62BBrN5O4P
Source: the OMol25 dataset
Level of theory: the ωB97M-V functional and the def2-TZVPD basis

Positions of all 114 atoms, in Å:
C 4.76 -4.71 3.36
C 4.42 -3.43 2.63
C 3.53 -2.21 3.28
C 2.02 -2.04 2.63
P 1.03 -3.70 2.90
O 1.42 -4.17 4.56
Br 1.66 -5.30 1.41
O 1.15 -1.10 3.41
C -0.08 -1.00 2.56
O -1.27 -0.93 3.17
C 0.29 -1.06 0.93
C 0.02 0.53 0.52
C -1.56 0.93 0.44
C -1.87 2.51 0.92
C -3.43 2.68 1.40
C -4.52 1.86 0.47
C -5.17 0.59 1.28
C -5.75 -0.61 0.30
C -6.89 -1.41 1.17
C -7.91 -2.34 0.28
C -8.43 -3.71 1.08
C -9.95 -3.57 1.70
B -0.66 -2.02 0.00
C -0.27 -2.69 -1.45
O -2.05 -2.27 0.50
C 1.88 -1.38 1.12
C 2.77 -1.98 -0.12
H 5.12 -4.73 4.49
H 4.74 -5.78 2.83
H 4.87 -3.36 1.53
H 4.15 -1.21 3.16
H 3.39 -2.46 4.42
H 0.95 -3.48 5.13
H 0.47 0.64 -0.58
H 0.63 1.27 1.22
H -2.28 0.27 1.09
H -1.86 0.89 -0.71
H -1.18 2.67 1.87
H -1.51 3.28 0.11
H -3.61 2.30 2.51
H -3.67 3.85 1.38
H -5.42 2.63 0.28
H -4.11 1.59 -0.60
H -4.35 0.17 2.03
H -6.07 0.98 1.96
H -6.10 -0.24 -0.75
H -4.84 -1.35 0.11
H -6.39 -2.11 1.99
H -7.57 -0.59 1.70
H -8.88 -1.68 0.09
H -7.48 -2.65 -0.77
H -8.42 -4.65 0.37
H -7.67 -3.94 1.96
H -10.56 -4.50 1.30
H -10.52 -2.59 1.40
H -9.88 -3.71 2.88
H 0.36 -1.94 -2.14
H -1.25 -2.99 -2.02
H 0.33 -3.69 -1.23
H -2.65 -1.60 0.02
H 2.34 -0.29 1.27
H 2.42 -3.04 -0.49
H 3.90 -1.94 0.20
H 2.66 -1.22 -1.03
C 1.88 0.03 -5.42
C 0.61 -0.35 -4.93
C 0.23 0.60 -4.01
N 1.22 1.54 -3.93
C 2.23 1.20 -4.79
H 2.48 -0.49 -6.15
H 0.04 -1.23 -5.21
H -0.67 0.69 -3.41
H 1.21 2.35 -3.33
H 3.11 1.82 -4.87
C 5.90 2.36 5.20
C 5.76 2.84 3.88
C 4.77 2.09 3.27
N 4.31 1.18 4.19
C 4.99 1.34 5.37
H 6.59 2.72 5.96
H 6.32 3.64 3.42
H 4.36 2.14 2.28
H 3.59 0.50 4.02
H 4.77 0.71 6.22
C 10.76 4.98 3.88
C 9.41 4.67 3.62
C 9.22 3.35 3.96
N 10.41 2.85 4.42
C 11.36 3.84 4.38
H 11.25 5.94 3.73
H 8.65 5.33 3.22
H 8.34 2.72 3.92
H 10.57 1.91 4.74
H 12.37 3.66 4.70
C 5.36 4.91 -7.45
C 4.01 4.60 -7.71
C 3.82 3.28 -7.37
N 5.01 2.78 -6.91
C 5.96 3.77 -6.95
H 5.85 5.87 -7.60
H 3.25 5.26 -8.11
H 2.94 2.65 -7.41
H 5.17 1.84 -6.59
H 6.97 3.59 -6.62
C -8.11 -2.02 -5.02
C -7.95 -1.61 -3.67
C -9.18 -1.16 -3.24
N -10.07 -1.28 -4.27
C -9.43 -1.81 -5.36
H -7.35 -2.43 -5.67
H -7.05 -1.64 -3.09
H -9.50 -0.77 -2.28
H -11.05 -1.03 -4.24
H -9.96 -1.99 -6.28

* SMILES: C=CC[C@@]1(P(O)Br)OC(=O)[C@](CCCCCCCCCCC)(B(C)O)[C@@H]1C.c1cc[nH]c1.c1cc[nH]c1.c1cc[nH]c1.c1cc[nH]c1.c1cc[nH]c1
* frontier orbital gap: 8.114 eV
* total charge: 0
* LUMO: -0.055 eV

These are the Mulliken partial charges, in e, on atoms 1 to 99: C -0.593; C -0.258; C -0.332; C 0.601; P 0.395; O -0.550; Br -0.271; O -0.385; C 0.010; O -0.580; C 0.968; C -0.739; C 0.742; C -0.763; C -0.685; C -0.560; C -0.428; C -0.036; C -0.690; C 0.055; C -0.455; C -0.877; B 0.651; C -0.637; O -0.612; C 0.132; C -0.991; H 0.215; H 0.207; H 0.153; H 0.092; H 0.344; H 0.362; H 0.005; H 0.359; H -0.371; H -0.007; H 0.293; H 0.262; H 0.307; H 0.327; H 0.371; H 0.267; H 0.128; H 0.366; H 0.225; H -0.091; H 0.236; H 0.200; H 0.005; H 0.041; H 0.321; H 0.269; H 0.230; H 0.295; H 0.218; H 0.171; H 0.233; H 0.219; H 0.133; H -0.221; H 0.071; H 0.396; H 0.229; C -0.182; C -0.568; C -0.551; N -0.009; C -0.725; H 0.411; H 0.442; H 0.477; H 0.229; H 0.476; C -0.497; C -0.474; C -0.529; N 0.083; C -0.538; H 0.428; H 0.427; H 0.440; H 0.291; H 0.404; C -0.627; C -0.110; C -0.565; N -0.029; C -0.452; H 0.378; H 0.410; H 0.408; H 0.203; H 0.367; C -0.376; C -0.491; C -0.393; N -0.001; C -0.523